# 1
The following is a DFT calculation (the ωB97M-V functional and the def2-TZVPD basis) of a molecular structure, C4HDyLiO4 in a non-equilibrium geometry.

Calculated values
2S+1: 7
Energy, eV: -36624.229
E_LUMO (spin up / spin down), eV: -8.52 / -9.60
Net charge: +2

```
11
Properties=species:S:1:pos:R:3:mulliken_spin:R:1
O 0.34 -2.66 -1.50 0.00
C 0.08 -3.49 -2.22 0.00
C 1.08 1.52 -0.06 0.00
C 2.04 1.19 0.61 -0.01
H 3.05 0.92 0.90 0.00
Li 0.87 -0.97 -0.36 -0.02
O -1.83 1.37 1.24 0.03
C -1.12 1.02 0.28 -0.38
O -0.91 -0.20 0.04 0.03
O -0.17 1.93 -0.11 0.01
Dy -3.43 -0.62 1.18 6.34
```

# 2
The following is a DFT calculation (the ωB97M-V functional and the def2-TZVPD basis) of 2 unconnected molecules or ions with the total composition C3H9N2S in a non-equilibrium geometry.

Calculated values
2S+1: 3
Energy, eV: -17059.814
E_LUMO (spin up / spin down), eV: -5.32 / -6.61
Energy above the lowest of the compared OMol25 structures with the same formula, charge and spin, eV: 2.084
Net charge: +1

```
15
Properties=species:S:1:pos:R:3:nbo_charge:R:1
C 1.74 -0.49 -0.35 0.09
C -2.22 0.14 1.08 -0.69
C -1.15 0.49 0.17 0.23
N 2.46 -1.48 -0.98 -0.86
N -1.25 1.10 -0.98 -0.65
S 2.90 0.54 0.55 0.10
H -1.84 0.18 2.14 0.26
H -2.43 -0.90 1.03 0.27
H -3.02 0.72 0.95 0.24
H -0.12 0.10 0.34 0.17
H 2.02 -2.22 -1.43 0.42
H 3.47 -1.62 -0.94 0.43
H 1.80 1.13 1.26 0.18
H -2.03 1.19 -1.45 0.40
H -0.32 1.14 -1.38 0.41
```

# 3
The following is a DFT calculation (the ωB97M-V functional and the def2-TZVPD basis) of 11 unconnected molecules or ions with the total composition C48H98F18N5O20S6 in a non-equilibrium geometry.

Calculated values
2S+1: 1
Energy, eV: -213685.904
E_LUMO, eV: 0.64
Net charge: -1

```
195
Properties=species:S:1:pos:R:3:mulliken_charge:R:1
C -14.90 19.56 -2.00 -1.38
C -14.12 20.50 -2.98 0.11
C -12.72 21.00 -2.50 -0.71
O -11.76 20.00 -2.21 0.40
C -10.45 20.50 -1.98 0.19
N -13.87 19.76 -4.29 0.92
H -13.53 20.49 -4.90 0.34
H -13.15 19.05 -4.27 -0.02
H -14.75 19.47 -4.69 -0.04
H -14.99 19.85 -0.95 0.44
H -14.34 18.64 -1.80 -0.12
H -15.87 19.32 -2.41 0.59
H -14.83 21.24 -3.34 0.56
H -12.85 21.53 -1.56 0.17
H -12.49 21.78 -3.22 0.04
H -9.76 19.68 -1.82 -0.16
H -10.30 21.27 -1.22 -0.16
H -10.19 20.97 -2.92 0.08
C -9.68 23.73 4.52 -0.94
N -9.01 23.11 3.26 0.16
C -8.34 24.30 2.48 -0.61
C -7.93 22.15 3.56 -1.06
C -10.02 22.28 2.39 0.36
C -11.35 22.93 2.16 -0.53
O -11.23 24.27 1.68 -0.41
H -8.79 23.97 5.10 0.46
H -10.13 22.85 5.00 0.37
H -10.26 24.58 4.16 0.28
H -7.63 24.71 3.20 0.39
H -9.19 24.98 2.36 0.37
H -7.92 23.95 1.55 0.18
H -7.63 21.71 2.61 0.42
H -8.21 21.38 4.28 0.34
H -7.14 22.73 4.03 0.42
H -10.20 21.27 2.75 0.33
H -9.47 22.23 1.44 -0.44
H -11.95 22.77 3.05 0.44
H -11.73 22.35 1.32 0.19
H -12.09 24.57 1.37 0.45
C -8.23 19.62 -6.53 -1.59
C -8.63 18.77 -5.39 -0.53
C -7.55 18.58 -4.27 1.22
C -6.23 17.96 -4.76 -1.44
N -5.14 17.65 -3.62 0.72
C -3.99 16.88 -4.40 -0.37
C -2.75 17.71 -4.11 -0.62
C -3.18 19.13 -3.93 -0.82
C -4.53 19.02 -3.17 -0.15
C -5.79 16.78 -2.49 -0.62
C -6.25 15.33 -2.87 -0.25
C -6.93 14.59 -1.71 -1.64
H -8.14 20.63 -6.13 0.23
H -8.92 19.64 -7.37 0.45
H -7.26 19.32 -6.93 0.34
H -8.83 17.82 -5.87 0.33
H -9.63 19.04 -5.03 0.30
H -8.07 18.10 -3.44 -0.28
H -7.35 19.57 -3.85 -0.21
H -5.68 18.64 -5.40 0.90
H -6.44 16.99 -5.20 0.31
H -3.94 15.84 -4.09 0.22
H -4.17 17.03 -5.47 0.36
H -2.19 17.29 -3.27 0.30
H -2.07 17.72 -4.96 0.39
H -2.39 19.69 -3.43 0.42
H -3.32 19.63 -4.88 0.33
H -4.40 18.94 -2.09 0.29
H -5.15 19.88 -3.42 0.03
H -6.73 17.23 -2.15 0.00
H -5.10 16.87 -1.65 0.74
H -5.39 14.74 -3.15 0.29
H -6.88 15.28 -3.76 0.35
H -6.10 14.37 -1.03 0.47
H -7.30 13.69 -2.18 0.41
H -7.73 15.11 -1.17 0.27
C -9.87 24.84 -1.47 -0.74
C -10.32 26.18 -2.15 -0.88
C -9.25 26.62 -3.22 -0.05
C -9.52 27.89 -3.99 -1.19
N -8.37 28.41 -4.98 0.69
C -7.12 29.01 -4.23 -0.62
C -6.99 30.52 -4.56 -0.61
C -8.41 30.91 -4.97 -0.72
C -8.92 29.65 -5.79 -0.67
C -7.92 27.24 -5.94 -1.01
C -9.15 26.63 -6.66 0.49
C -8.71 25.57 -7.66 -1.71
H -9.93 23.95 -2.09 0.03
H -10.68 24.55 -0.80 0.06
H -9.01 24.90 -0.80 0.46
H -10.31 26.96 -1.39 0.39
H -11.29 26.06 -2.64 0.45
H -9.13 25.79 -3.91 0.02
H -8.31 26.70 -2.69 0.38
H -9.66 28.68 -3.26 0.54
H -10.45 27.78 -4.54 0.39
H -6.14 28.64 -4.52 0.28
H -7.24 28.86 -3.16 0.38
H -6.37 30.69 -5.44 0.31
H -6.62 31.22 -3.81 0.36
H -8.49 31.89 -5.45 0.44
H -8.91 31.08 -4.02 0.29
H -8.45 29.61 -6.78 0.44
H -10.00 29.56 -5.89 0.33
H -7.41 26.53 -5.29 0.45
H -7.17 27.63 -6.63 0.62
H -9.77 27.32 -7.24 0.28
H -9.83 26.22 -5.92 -0.12
H -8.13 26.04 -8.46 0.44
H -9.64 25.31 -8.17 0.43
H -8.17 24.75 -7.20 0.33
C -12.59 18.32 1.28 0.02
C -11.89 17.09 1.88 -1.13
C -12.77 15.76 1.63 -0.55
C -12.58 15.08 0.24 -0.38
N -13.64 13.91 -0.02 0.68
C -13.38 13.11 -1.34 -0.13
C -13.69 11.64 -1.03 -0.78
C -14.03 11.50 0.42 -0.70
C -13.41 12.73 1.00 -0.81
C -15.11 14.44 0.20 -1.25
C -15.45 15.81 -0.56 1.15
C -16.66 16.51 -0.05 -1.54
H -12.20 19.28 1.63 -0.02
H -13.61 18.23 1.66 0.13
H -12.65 18.36 0.19 -0.06
H -11.52 17.28 2.89 0.44
H -10.88 17.16 1.49 0.40
H -13.81 15.93 1.92 0.25
H -12.33 15.01 2.29 0.34
H -11.58 14.64 0.15 0.85
H -12.75 15.76 -0.59 -0.27
H -13.95 13.55 -2.16 0.39
H -12.31 13.24 -1.52 0.01
H -14.44 11.32 -1.76 0.37
H -12.80 11.06 -1.27 0.33
H -15.10 11.54 0.60 0.27
H -13.62 10.62 0.93 0.47
H -13.70 12.98 2.02 0.46
H -12.33 12.57 0.98 0.44
H -15.09 14.60 1.28 0.35
H -15.85 13.66 0.01 0.60
H -15.55 15.55 -1.61 0.35
H -14.68 16.56 -0.72 -0.66
H -16.43 17.12 0.82 0.24
H -17.45 15.78 0.16 0.40
H -17.06 17.17 -0.82 0.43
C -14.76 24.18 -1.32 0.40
F -13.50 24.26 -1.86 -0.11
F -15.61 24.66 -2.22 -0.23
F -15.11 22.89 -1.08 -0.09
S -14.79 25.32 0.35 1.01
O -16.11 25.02 0.98 -0.64
O -13.66 24.88 1.13 -0.72
O -14.62 26.66 -0.15 -0.68
C -17.73 20.42 -7.70 0.50
F -17.65 19.62 -8.81 -0.21
F -17.07 21.57 -7.90 -0.18
F -19.03 20.65 -7.32 -0.20
S -16.90 19.34 -6.27 1.27
O -17.71 18.15 -6.08 -0.72
O -15.54 18.90 -6.58 -0.78
O -16.86 20.18 -5.06 -0.68
C -16.99 20.44 2.07 0.39
F -16.31 19.29 1.99 -0.23
F -16.63 21.19 3.10 -0.22
F -16.75 20.98 0.88 -0.09
S -18.87 19.94 2.36 1.09
O -19.64 21.15 1.90 -0.68
O -19.15 18.78 1.50 -0.64
O -18.95 19.67 3.78 -0.67
C -10.56 16.05 -2.90 0.17
F -10.62 14.89 -2.22 -0.25
F -10.45 17.00 -1.96 0.10
F -9.51 16.09 -3.74 -0.17
S -12.15 16.20 -4.03 0.90
O -13.33 15.78 -3.24 -0.56
O -12.29 17.55 -4.51 -0.82
O -11.86 15.31 -5.11 -0.71
C -10.75 22.43 -6.04 0.29
F -10.93 21.16 -6.19 -0.13
F -10.27 22.64 -4.77 -0.11
F -9.92 22.97 -6.89 -0.16
S -12.50 23.39 -6.25 1.00
O -12.84 23.51 -7.68 -0.71
O -13.53 22.64 -5.54 -0.55
O -12.22 24.69 -5.61 -0.64
C -6.81 19.85 0.32 0.54
F -6.46 18.79 -0.33 -0.23
F -7.98 19.83 0.93 -0.10
F -5.95 19.98 1.33 -0.30
S -6.71 21.51 -0.84 0.60
O -5.28 21.84 -1.07 -0.70
O -7.35 20.99 -2.05 -0.63
O -7.50 22.52 -0.11 -0.38
```